Below is 2 unconnected molecules or ions with the total composition C10H16F4N3O2, with properties calculated with wB97M-V/def2-TZVPD.

Its total charge is +1. The spin multiplicity is 1.

Each line ends with the Mulliken charge.
Positions of all 35 atoms, in Å:
1 C 3.7911 -3.2020 -0.6999  -1.026
2 C 3.4400 -2.0062 -1.6949  0.279
3 F 3.1627 -2.6190 -2.9422  -0.323
4 C 2.1546 -1.3268 -1.0981  0.082
5 C 2.0178 -0.4916 0.0530  -0.658
6 N 0.6162 -0.2671 0.0497  0.062
7 C 0.0081 -0.8920 -0.9766  0.301
8 C -1.5168 -0.9545 -1.3564  -0.431
9 O -1.6436 -1.8045 -2.5017  -0.386
10 C -1.9362 -3.1068 -2.1638  0.873
11 F -3.1054 -3.2374 -1.4572  -0.237
12 F -2.1226 -3.7978 -3.3280  -0.239
13 F -0.9526 -3.7427 -1.4585  -0.234
14 N 0.9314 -1.5709 -1.7366  0.016
15 H 4.5409 -3.9056 -1.1288  0.338
16 H 4.1118 -2.7148 0.2585  0.341
17 H 2.8013 -3.6961 -0.4796  0.282
18 H 4.2882 -1.2894 -1.8090  0.317
19 H 2.8120 -0.1503 0.7418  0.427
20 H 0.1316 0.2862 0.7705  0.202
21 H -1.8142 0.0946 -1.6312  0.371
22 H -2.1201 -1.2668 -0.4690  0.370
23 H 0.8277 -2.1402 -2.5758  0.318
24 C -0.4516 3.6562 1.4142  -1.282
25 C -1.4702 2.6616 1.9051  0.838
26 O -1.4268 1.4677 1.5931  -0.724
27 N -2.4536 3.1081 2.7103  -0.193
28 C -2.6801 4.4595 3.1895  -0.854
29 H 0.2720 3.1477 0.7790  0.236
30 H -0.9393 4.4351 0.8264  0.373
31 H 0.0800 4.0981 2.2582  0.387
32 H -3.0969 2.3840 2.9978  0.247
33 H -2.6572 4.4471 4.2800  0.300
34 H -3.6685 4.7817 2.8594  0.296
35 H -1.9320 5.1550 2.8207  0.330

Forces on atoms 1 to 2 (eV/Å):
-0.938 1.239 -0.092
-0.071 -1.325 1.357

=====

Below is a single C4H7NO2 molecule, with properties calculated with wB97M-V/def2-TZVPD.

Its SMILES is C=C/C(O)=N/CO. Its total charge is 0. The spin multiplicity is 1. Its energy above the lowest of the compared OMol25 structures with the same formula, charge and spin is 78.1 kcal/mol.

Each line ends with the Mulliken charge.
Positions of all 14 atoms, in Å:
1 C -2.7737 0.1784 0.0868  -0.599
2 C -1.6994 -0.6264 0.1831  -0.267
3 C -0.3427 -0.0268 0.0605  0.515
4 O -0.1693 1.3025 -0.2296  -0.504
5 N 0.7101 -1.0193 0.0086  -0.422
6 C 2.0542 -0.5009 -0.2049  -0.263
7 O 2.3741 0.7977 0.2939  -0.606
8 H -3.8230 -0.0437 0.0666  0.316
9 H -2.4527 1.1679 -0.3696  0.177
10 H -1.7310 -1.7405 0.2594  0.334
11 H 0.8084 1.4783 -0.4401  0.436
12 H 2.2368 -0.4686 -1.2186  0.334
13 H 2.8560 -1.3385 0.3160  0.210
14 H 1.9522 0.8399 1.1879  0.338

Forces on atoms 1 to 2 (eV/Å):
2.046 1.215 -1.806
-0.594 0.183 0.173

=====

Below is 4 unconnected molecules or ions with the total composition C6H23N2O3, with properties calculated with wB97M-V/def2-TZVPD.

Its total charge is +1. The spin multiplicity is 1. Its energy above the lowest of the compared OMol25 structures with the same formula, charge and spin is 60.5 kcal/mol.

Each line ends with the Mulliken charge.
Positions of all 34 atoms, in Å:
1 C 1.4916 1.1613 -0.4080  -0.619
2 N 2.2409 0.5909 0.7475  -0.248
3 C 3.4001 -0.3304 0.3845  -0.525
4 C 2.9237 -1.6220 -0.2476  -0.939
5 C 0.1607 0.4796 -0.5722  -0.779
6 N -0.9556 0.8009 0.3862  0.179
7 C -1.5497 2.1792 0.1395  -0.455
8 C -2.3844 2.1724 -1.1235  -0.966
9 H 2.0480 1.0001 -1.3444  0.335
10 H 1.6794 2.2506 -0.1842  0.284
11 H 1.5650 0.0946 1.3211  0.169
12 H 3.9845 -0.5130 1.2785  0.334
13 H 3.8446 0.2307 -0.4507  0.356
14 H 3.1140 -2.4779 0.4170  0.312
15 H 3.7830 -1.9684 -0.8701  0.341
16 H 2.0074 -1.7144 -0.8124  0.302
17 H 0.3010 -0.6065 -0.6814  0.289
18 H -0.1297 0.6771 -1.6126  0.389
19 H -0.6179 0.8268 1.3526  0.340
20 H -1.6860 0.1230 0.0947  0.173
21 H -2.2131 2.2979 1.0369  0.384
22 H -0.8198 3.0021 0.2116  0.431
23 H -3.0993 1.3338 -1.1790  0.300
24 H -1.8376 1.8712 -2.0357  0.307
25 H -2.6946 3.2522 -1.1243  0.342
26 H -1.1371 -3.0208 0.2370  0.326
27 H -2.3799 -2.1988 -0.1656  0.333
28 O -1.5468 -2.1552 0.3472  -0.620
29 H 1.3343 -1.0330 3.2256  0.310
30 H -0.0601 -1.4355 3.0674  0.300
31 O 0.4830 -0.6441 2.9385  -0.651
32 H -4.3908 -1.5482 -1.0318  0.323
33 H -3.3688 -1.7958 -2.0755  0.335
34 O -3.4900 -1.2804 -1.2669  -0.693

Forces on atoms 1 to 2 (eV/Å):
2.286 0.315 1.679
0.657 -0.799 0.037

=====

Below is a molecular structure, C13H19N3O4Rh, with properties calculated with wB97M-V/def2-TZVPD.

Its total charge is +1. The spin multiplicity is 1. Its energy above the lowest of the compared OMol25 structures with the same formula, charge and spin is 27.8 kcal/mol.

Each line ends with the Mulliken charge.
Positions of all 40 atoms, in Å:
1 Rh 0.0203 -0.1536 -0.1928  0.356
2 O -3.4579 2.0792 0.0664  -0.587
3 C -2.3578 1.6485 -0.1526  0.158
4 O -1.9989 0.4312 -0.4301  -0.566
5 C -1.1676 2.5909 -0.1163  0.548
6 C -1.2240 3.9697 -0.1484  -0.656
7 C -0.0206 4.6686 -0.1490  -0.290
8 C 1.1936 3.9865 -0.1512  -0.597
9 C 1.1587 2.6081 -0.1171  0.608
10 N -0.0002 1.9624 -0.0841  0.179
11 C 2.3600 1.6819 -0.1543  0.132
12 O 3.4574 2.1216 0.0564  -0.581
13 O 2.0143 0.4570 -0.4267  -0.594
14 H -2.1860 4.4619 -0.1551  0.553
15 H -0.0273 5.7506 -0.1460  0.456
16 H 2.1464 4.4963 -0.1635  0.567
17 C -1.3313 0.1879 2.4403  -1.143
18 N 0.0250 -0.1900 1.9922  0.982
19 C 1.0271 0.7509 2.5295  -1.319
20 C 0.3700 -1.5789 2.3630  -0.911
21 C -0.3448 -2.5621 1.4755  -0.768
22 N 0.0070 -2.2791 0.0842  0.328
23 C -1.0235 -2.7325 -0.8749  -0.971
24 C 1.3313 -2.8104 -0.2946  -0.949
25 H -1.4113 0.0668 3.5236  0.357
26 H -2.0885 -0.4200 1.9534  0.346
27 H -1.5214 1.2272 2.1887  0.386
28 H 1.1263 0.6120 3.6089  0.383
29 H 0.7111 1.7719 2.3386  0.390
30 H 1.9935 0.5835 2.0601  0.435
31 H 0.1099 -1.7657 3.4087  0.352
32 H 1.4495 -1.6934 2.2708  0.452
33 H -1.4238 -2.4684 1.5935  0.452
34 H -0.0718 -3.5855 1.7470  0.381
35 H -1.0916 -3.8245 -0.8866  0.401
36 H -0.7621 -2.3965 -1.8780  0.348
37 H -1.9946 -2.3218 -0.6039  0.386
38 H 1.3166 -3.9038 -0.2838  0.384
39 H 2.0987 -2.4645 0.3935  0.297
40 H 1.5964 -2.4728 -1.2940  0.313

Forces on atoms 1 to 2 (eV/Å):
-0.048 3.713 2.962
-0.265 -0.359 -0.105

=====

| no. | LUMO level (eV) |
| --- | --- |
| 1 | -2.67 |
| 2 | 0.24 |
| 3 | -2.72 |
| 4 | -5.81 |